# 1
{
  "formula": "C46H101BF4N5O3",
  "method": "the ωB97M-V functional and the def2-TZVPD basis",
  "symbols": ["C", "C", "C", "N", "C", "C", "C", "C", "C", "C", "H", "H", "H", "H", "H", "H", "H", "H", "H", "H", "H", "H", "H", "H", "H", "H", "H", "H", "H", "H", "C", "C", "C", "N", "C", "C", "C", "C", "C", "C", "H", "H", "H", "H", "H", "H", "H", "H", "H", "H", "H", "H", "H", "H", "H", "H", "H", "H", "H", "H", "C", "C", "C", "N", "C", "C", "C", "C", "C", "C", "H", "H", "H", "H", "H", "H", "H", "H", "H", "H", "H", "H", "H", "H", "H", "H", "H", "H", "H", "H", "C", "C", "C", "N", "C", "C", "C", "C", "C", "C", "H", "H", "H", "H", "H", "H", "H", "H", "H", "H", "H", "H", "H", "H", "H", "H", "H", "H", "H", "H", "C", "C", "C", "N", "C", "C", "C", "C", "C", "C", "H", "H", "H", "H", "H", "H", "H", "H", "H", "H", "H", "H", "H", "H", "H", "H", "H", "H", "H", "H", "B", "F", "F", "F", "F", "O", "C", "O", "O", "H"],
  "positions_angstrom": [[1.24, -8.77, -4.04], [1.48, -7.37, -3.46], [0.58, -6.28, -3.99], [0.78, -4.87, -3.40], [0.79, -4.92, -1.88], [0.80, -3.52, -1.25], [-0.31, -2.64, -1.84], [-0.17, -2.57, -3.34], [-0.26, -3.95, -3.94], [2.15, -4.39, -3.84], [0.27, -9.13, -3.71], [2.06, -9.44, -3.79], [1.25, -8.80, -5.13], [2.55, -7.18, -3.57], [1.30, -7.57, -2.40], [-0.46, -6.51, -3.75], [0.65, -6.22, -5.07], [-0.12, -5.43, -1.55], [1.58, -5.53, -1.46], [0.83, -3.52, -0.15], [1.76, -3.01, -1.30], [-1.26, -2.98, -1.42], [-0.08, -1.61, -1.56], [-0.92, -1.92, -3.81], [0.72, -2.00, -3.63], [-1.22, -4.45, -3.84], [-0.07, -3.84, -5.01], [2.08, -4.36, -4.93], [2.87, -5.15, -3.57], [2.37, -3.38, -3.51], [0.16, -2.39, 5.38], [0.00, -0.88, 5.45], [-1.48, -0.44, 5.43], [-1.57, 1.08, 5.13], [-1.24, 1.31, 3.66], [-1.52, 2.79, 3.26], [-2.95, 3.17, 3.58], [-3.26, 2.92, 5.07], [-3.02, 1.49, 5.47], [-0.58, 1.89, 5.97], [1.22, -2.62, 5.32], [-0.24, -2.94, 4.52], [-0.27, -3.01, 6.17], [0.55, -0.33, 4.69], [0.48, -0.56, 6.38], [-1.99, -0.57, 6.39], [-1.99, -0.85, 4.57], [-1.80, 0.68, 2.98], [-0.18, 1.13, 3.58], [-1.44, 2.91, 2.18], [-0.86, 3.50, 3.76], [-3.54, 2.51, 2.94], [-3.00, 4.22, 3.29], [-4.29, 3.23, 5.27], [-2.63, 3.64, 5.59], [-3.72, 0.80, 4.99], [-3.07, 1.39, 6.55], [0.38, 1.82, 5.48], [-0.48, 1.48, 6.97], [-0.87, 2.93, 6.05], [2.62, 3.36, 3.68], [3.87, 2.47, 3.65], [3.64, 1.13, 4.33], [4.87, 0.27, 4.48], [4.43, -1.10, 5.10], [3.60, -1.92, 4.15], [4.31, -2.22, 2.76], [4.81, -0.89, 2.23], [5.58, 0.01, 3.19], [5.82, 0.84, 5.51], [2.73, 4.25, 3.05], [2.41, 3.80, 4.65], [1.72, 2.87, 3.31], [4.67, 3.06, 4.11], [4.20, 2.30, 2.63], [2.87, 0.59, 3.78], [3.19, 1.29, 5.32], [3.85, -0.94, 6.01], [5.39, -1.59, 5.25], [2.70, -1.33, 3.96], [3.30, -2.92, 4.48], [3.47, -2.63, 2.21], [5.14, -2.92, 2.89], [4.00, -0.28, 1.82], [5.44, -0.96, 1.33], [5.86, 0.94, 2.70], [6.55, -0.45, 3.42], [6.52, 0.05, 5.72], [5.27, 1.14, 6.40], [6.22, 1.75, 5.05], [-3.18, 0.55, -0.23], [-3.79, -0.13, -1.47], [-4.34, 0.96, -2.44], [-4.82, 0.44, -3.82], [-5.08, 1.74, -4.56], [-5.87, 1.48, -5.89], [-7.11, 0.63, -5.62], [-6.81, -0.64, -4.80], [-6.12, -0.29, -3.53], [-3.82, -0.47, -4.45], [-2.52, 1.31, -0.65], [-2.57, -0.22, 0.25], [-3.88, 1.00, 0.47], [-4.54, -0.89, -1.23], [-3.01, -0.67, -2.01], [-3.51, 1.64, -2.66], [-5.03, 1.70, -2.05], [-5.75, 2.36, -3.97], [-4.11, 2.19, -4.79], [-6.18, 2.48, -6.20], [-5.31, 1.11, -6.74], [-7.88, 1.26, -5.15], [-7.62, 0.36, -6.55], [-7.73, -1.19, -4.57], [-6.22, -1.31, -5.43], [-6.84, 0.27, -2.92], [-5.80, -1.13, -2.92], [-3.78, -1.47, -4.03], [-2.82, -0.05, -4.54], [-4.25, -0.64, -5.44], [0.29, 5.38, 1.54], [0.38, 4.21, 0.55], [0.50, 4.66, -0.91], [0.82, 3.55, -1.89], [-0.21, 2.43, -1.78], [-0.09, 1.41, -2.93], [-0.16, 2.15, -4.25], [0.96, 3.21, -4.41], [0.89, 4.18, -3.28], [2.22, 2.96, -1.56], [0.54, 5.03, 2.55], [-0.72, 5.80, 1.56], [1.02, 6.14, 1.28], [-0.47, 3.54, 0.45], [1.32, 3.71, 0.79], [1.35, 5.34, -1.02], [-0.40, 5.17, -1.26], [-1.18, 2.91, -1.66], [0.06, 1.93, -0.85], [-0.93, 0.70, -2.88], [0.78, 0.75, -2.86], [-1.07, 2.73, -4.41], [0.03, 1.46, -5.07], [0.78, 3.69, -5.37], [1.92, 2.69, -4.47], [0.15, 4.98, -3.32], [1.77, 4.83, -3.27], [2.61, 2.41, -2.41], [2.02, 2.37, -0.67], [2.92, 3.78, -1.42], [1.23, -0.17, 1.03], [1.90, -0.85, 0.02], [1.17, -1.00, 2.19], [1.88, 1.04, 1.27], [-0.08, -0.11, 0.55], [3.42, -1.83, -2.09], [3.60, -0.71, -2.90], [2.64, 0.13, -2.87], [4.63, -0.57, -3.57], [2.76, -1.38, -1.54]],
  "mulliken_charge": [-1.48, -0.17, -0.55, 0.51, -1.30, -0.71, 1.55, 0.32, -1.45, -0.98, 0.36, 0.39, 0.36, 0.31, 0.24, 0.32, 0.42, 0.40, 0.61, 0.68, -0.12, 0.31, -1.21, -0.03, 0.02, 0.37, 0.47, 0.39, 0.27, 0.52, -1.58, 1.14, -0.86, 0.33, 0.60, 0.66, -1.04, -0.87, -0.48, -0.80, 0.30, 0.27, 0.45, -0.52, 0.31, 0.49, 0.30, 0.31, -1.20, -0.66, 0.28, 0.19, 0.57, 0.52, 0.29, 0.40, 0.48, 0.27, 0.39, 0.36, -1.28, -0.44, 0.26, 0.37, -1.01, 0.86, -1.03, 0.54, -1.23, -0.99, 0.53, 0.54, -0.05, 0.43, 0.24, -0.78, 0.51, 0.35, 0.46, -0.93, 0.74, 0.26, 0.44, -0.56, 0.57, 0.53, 0.47, 0.45, 0.32, 0.43, -0.71, 0.06, -1.06, 0.25, -0.37, -0.70, -0.83, -0.59, -0.64, -0.92, -0.35, 0.35, 0.49, 0.57, -0.21, 0.31, 0.60, 0.41, 0.28, 0.43, 0.36, 0.31, 0.41, 0.44, 0.29, 0.37, 0.41, 0.33, -0.10, 0.80, -1.60, 1.66, -1.26, 0.50, -0.84, 2.16, -0.69, -1.02, -0.79, -1.09, 0.27, 0.40, 0.43, -0.21, -0.22, 0.48, 0.22, 0.22, 0.08, -0.63, -0.77, 0.04, 0.52, 0.51, 0.48, 0.56, 0.46, 0.50, 0.43, 0.23, -0.78, 0.35, 0.12, -0.21, 0.02, -0.61, 0.43, -0.64, -0.74, 0.30],
  "charge": 3,
  "energy_ev": -74463.0025,
  "orbital_gap_ev": 6.77,
  "e_above_lowest_kj_mol": 2.0
}



# 2
{
  "formula": "C46H105Br2N7O19",
  "method": "the ωB97M-V functional and the def2-TZVPD basis",
  "symbols": ["C", "C", "C", "N", "C", "C", "C", "C", "C", "H", "H", "H", "H", "H", "H", "H", "H", "H", "H", "H", "H", "H", "H", "H", "H", "H", "H", "N", "O", "O", "O", "C", "O", "C", "C", "N", "C", "C", "O", "C", "H", "H", "H", "H", "H", "H", "H", "H", "H", "H", "H", "H", "H", "H", "H", "C", "O", "C", "C", "N", "C", "C", "O", "C", "H", "H", "H", "H", "H", "H", "H", "H", "H", "H", "H", "H", "H", "H", "H", "C", "O", "C", "C", "N", "C", "C", "O", "C", "H", "H", "H", "H", "H", "H", "H", "H", "H", "H", "H", "H", "H", "H", "H", "C", "O", "C", "C", "N", "C", "C", "O", "C", "H", "H", "H", "H", "H", "H", "H", "H", "H", "H", "H", "H", "H", "H", "H", "C", "O", "C", "C", "N", "C", "C", "O", "C", "H", "H", "H", "H", "H", "H", "H", "H", "H", "H", "H", "H", "H", "H", "H", "Br", "C", "C", "Br", "H", "H", "H", "H", "C", "C", "O", "C", "O", "O", "H", "H", "H", "H", "C", "C", "O", "C", "O", "O", "H", "H", "H", "H"],
  "positions_angstrom": [[3.79, 0.94, 0.72], [2.50, 0.57, 1.35], [1.27, 0.88, 0.45], [-0.11, 0.32, 0.92], [-0.39, 0.85, 2.34], [-1.22, 0.80, -0.13], [-1.35, -0.33, -1.11], [-0.61, -1.55, -0.62], [-0.17, -1.20, 0.79], [4.67, 0.62, 1.27], [3.83, 2.03, 0.65], [3.83, 0.66, -0.33], [2.33, 1.14, 2.26], [2.59, -0.47, 1.65], [1.49, 0.50, -0.55], [1.22, 1.97, 0.43], [0.11, 0.24, 3.09], [-1.46, 0.69, 2.52], [-0.15, 1.91, 2.38], [-2.11, 1.00, 0.47], [-1.04, 1.80, -0.53], [-2.41, -0.54, -0.96], [-1.22, 0.09, -2.11], [-1.26, -2.42, -0.53], [0.33, -1.70, -1.15], [-0.99, -1.47, 1.46], [0.76, -1.58, 1.19], [-5.31, 0.82, 1.47], [-5.38, 1.37, 0.37], [-4.20, 0.47, 1.82], [-6.30, 0.47, 2.07], [4.42, 2.58, 7.17], [3.56, 1.39, 7.43], [2.14, 1.49, 7.24], [1.73, 1.31, 5.74], [0.29, 1.48, 5.39], [-0.20, 2.76, 5.75], [-1.66, 2.75, 5.28], [-2.49, 1.83, 6.01], [-3.55, 1.39, 5.19], [3.93, 3.45, 7.61], [4.64, 2.94, 6.17], [5.38, 2.36, 7.62], [1.88, 2.45, 7.70], [1.55, 0.72, 7.73], [1.87, 0.27, 5.46], [2.41, 1.85, 5.08], [-0.28, 0.75, 5.81], [0.29, 3.47, 5.08], [-0.15, 3.00, 6.81], [-1.71, 2.62, 4.20], [-2.03, 3.74, 5.56], [-4.19, 2.22, 4.89], [-4.07, 0.68, 5.83], [-3.22, 0.84, 4.31], [6.15, 1.07, 3.77], [6.57, 1.59, 2.52], [7.90, 2.13, 2.53], [8.27, 2.43, 1.05], [7.71, 3.67, 0.59], [8.29, 4.14, -0.68], [7.33, 5.02, -1.45], [6.09, 4.28, -1.42], [5.00, 4.96, -2.04], [5.95, 1.97, 4.36], [6.88, 0.56, 4.39], [5.24, 0.48, 3.77], [8.57, 1.37, 2.94], [7.93, 3.02, 3.15], [8.06, 1.57, 0.42], [9.35, 2.61, 1.10], [6.76, 3.55, 0.28], [8.57, 3.34, -1.36], [9.18, 4.72, -0.41], [7.69, 5.17, -2.47], [7.10, 5.97, -0.98], [4.05, 4.54, -1.71], [5.03, 4.81, -3.12], [4.98, 6.04, -1.89], [0.23, -2.54, -4.30], [0.48, -1.16, -4.34], [1.16, -0.80, -5.56], [0.10, -0.37, -6.63], [-0.55, -1.49, -7.42], [-1.34, -1.12, -8.58], [-2.09, -2.36, -9.09], [-2.95, -2.95, -8.15], [-4.18, -2.23, -7.74], [-0.33, -2.87, -5.18], [-0.26, -2.89, -3.39], [1.16, -3.11, -4.29], [1.72, -1.65, -5.94], [1.91, -0.02, -5.40], [0.59, 0.35, -7.29], [-0.62, 0.30, -6.15], [-1.04, -2.15, -6.84], [-0.63, -0.86, -9.35], [-2.03, -0.29, -8.41], [-1.37, -3.10, -9.43], [-2.70, -2.05, -9.94], [-4.73, -2.96, -7.14], [-4.73, -2.00, -8.65], [-3.95, -1.33, -7.17], [-3.78, -3.03, -2.65], [-5.14, -2.98, -2.17], [-5.46, -1.64, -1.89], [-6.81, -1.35, -1.21], [-7.79, -1.54, -2.25], [-9.14, -1.34, -1.81], [-9.82, -2.54, -1.17], [-9.61, -3.49, -2.18], [-10.86, -3.68, -2.95], [-3.08, -3.11, -1.82], [-3.60, -2.24, -3.38], [-3.59, -3.98, -3.16], [-5.44, -1.06, -2.82], [-4.76, -1.35, -1.10], [-6.83, -0.37, -0.73], [-7.00, -2.01, -0.36], [-7.68, -2.51, -2.51], [-9.74, -1.15, -2.71], [-9.24, -0.50, -1.13], [-10.87, -2.45, -0.92], [-9.29, -2.88, -0.28], [-10.75, -4.57, -3.57], [-11.09, -2.82, -3.58], [-11.59, -3.92, -2.18], [-5.36, -3.56, 2.72], [-4.06, -4.05, 2.48], [-3.00, -3.28, 3.09], [-1.64, -4.07, 3.03], [-0.99, -4.06, 1.73], [0.16, -4.92, 1.55], [0.44, -5.22, 0.04], [-0.39, -6.30, -0.34], [-0.26, -6.75, -1.71], [-6.15, -4.04, 2.14], [-5.27, -2.56, 2.27], [-5.70, -3.43, 3.75], [-3.35, -3.22, 4.12], [-2.84, -2.27, 2.71], [-1.82, -5.10, 3.33], [-0.94, -3.73, 3.80], [-1.69, -4.40, 1.09], [0.16, -5.88, 2.07], [1.03, -4.37, 1.91], [1.46, -5.58, -0.10], [0.37, -4.35, -0.62], [-0.85, -7.66, -1.81], [0.78, -7.06, -1.78], [-0.47, -6.01, -2.49], [2.94, -2.12, -1.26], [3.74, -3.81, -2.01], [5.27, -3.75, -1.88], [5.98, -2.21, -2.92], [3.46, -4.01, -3.04], [3.29, -4.61, -1.42], [5.73, -4.67, -2.22], [5.56, -3.68, -0.83], [0.59, 6.30, -0.51], [-0.26, 5.69, -1.59], [-0.76, 4.51, -0.95], [-0.72, 4.69, 0.38], [-1.36, 4.00, 1.21], [0.06, 5.76, 0.70], [0.63, 7.38, -0.54], [1.65, 6.06, -0.54], [0.42, 5.47, -2.41], [-1.10, 6.32, -1.89], [4.93, 4.47, 3.00], [4.67, 4.75, 1.58], [3.29, 4.64, 1.48], [2.78, 4.09, 2.52], [1.59, 3.82, 2.72], [3.70, 3.92, 3.42], [5.24, 5.33, 3.60], [5.69, 3.69, 2.98], [5.20, 4.05, 0.94], [5.04, 5.74, 1.36]],
  "mulliken_charge": [-1.38, 0.90, -1.03, 1.40, -1.04, -0.44, 0.42, 1.44, -0.29, 0.41, -0.15, 0.49, -0.56, 0.28, 0.76, 0.07, 0.29, 0.50, -0.09, 0.28, 0.01, -0.70, 0.44, -0.35, -0.90, -0.57, 0.20, 0.86, -0.69, -0.46, -0.69, -0.46, -0.37, -0.62, -0.38, 0.25, -0.67, -0.30, -0.46, -0.51, 0.36, -0.04, 0.28, 0.35, 0.32, 0.35, -0.12, 0.33, 0.19, 0.47, -0.04, 0.51, 0.29, 0.33, 0.09, -0.82, 0.03, -0.77, -0.74, -0.09, -0.75, -0.56, -0.28, -0.89, 0.26, 0.41, 0.20, 0.51, 0.34, 0.34, 0.48, 0.01, 0.38, 0.39, 0.40, 0.38, 0.18, 0.37, 0.36, -0.21, -0.18, -0.70, -0.73, -0.20, -0.62, -0.67, -0.36, -0.62, 0.07, 0.02, 0.09, 0.41, 0.41, 0.47, 0.34, 0.23, 0.42, 0.32, 0.33, 0.38, 0.21, 0.31, 0.26, -0.29, -0.47, 0.06, -0.68, -0.34, -0.77, -0.47, -0.35, -0.73, -0.16, 0.34, 0.41, 0.23, -0.09, 0.43, 0.24, 0.33, 0.37, 0.36, 0.44, 0.24, 0.25, 0.27, 0.32, -0.48, -0.40, -0.13, -1.23, 0.29, -1.14, 0.22, -0.40, -0.69, 0.25, 0.09, 0.29, 0.54, 0.01, 0.53, 0.47, 0.12, 0.44, 0.36, 0.36, -0.05, 0.27, 0.32, 0.19, 0.14, -0.56, -0.71, -0.18, 0.37, 0.22, 0.48, 0.37, -0.04, -0.35, -0.31, 0.67, -0.54, -0.27, 0.34, -0.09, 0.32, 0.28, 0.50, 0.70, -0.24, 0.34, -0.46, -0.22, 0.29, -0.63, -0.72, 0.39],
  "energy_ev": -238807.7890,
  "orbital_gap_ev": 6.46
}